Record 1
DFT (ωB97M-V with the def2-TZVPD basis set) results for C6H8AlF6O7S2 as an isolated structure in a non-equilibrium geometry.

Last column: Mulliken charge in e.
Geometry (Å):
Al: 0.93120 0.74836 1.03472  0.963
C: -1.57880 3.19341 5.60664  0.620
F: -1.10576 2.31789 6.53669  -0.183
F: -2.79671 2.81064 5.13215  -0.190
F: -1.68146 4.42339 6.16004  -0.173
S: -0.40599 3.28097 4.05133  1.116
O: -1.00107 4.27914 3.17809  -0.365
O: 0.89531 3.70519 4.55184  -0.435
O: -0.44615 2.00913 3.34448  -0.398
C: 2.92002 -2.91982 -1.69399  0.623
F: 4.04151 -3.60430 -1.67210  -0.211
F: 2.97052 -2.05994 -2.66427  -0.199
F: 1.93741 -3.85302 -1.85576  -0.242
S: 2.74341 -2.16028 0.09428  1.201
O: 1.33550 -1.96802 0.37148  -0.686
O: 3.48776 -3.00024 1.06238  -0.623
O: 3.20953 -0.74163 0.05656  -0.748
C: -2.15923 -0.96698 -2.71211  -0.547
C: -0.72878 -1.12669 -3.21168  -0.456
C: 0.05241 -0.05025 -2.65708  -0.313
O: -0.66466 0.06160 -1.40683  -0.365
C: -2.02850 0.07981 -1.66739  -0.478
H: -2.38506 -1.96944 -2.34855  0.250
H: -2.84718 -0.68935 -3.51069  0.310
H: -0.65892 -1.16183 -4.29887  0.399
H: -0.32663 -2.11917 -3.00828  0.163
H: 0.13592 0.90793 -3.16992  0.267
H: 1.09319 -0.35705 -2.55342  0.102
H: -2.32365 1.08422 -1.97097  0.295
H: -2.61503 -0.15370 -0.77882  0.302

Atoms 1-2, force components in eV/Å:
Al 0.624 -1.444 -0.963
C -0.211 -0.105 -0.075

Calculated values
Charge: 0
Max |F| (Eh/bohr): 0.079
Energy relative to the best compared isomer or geometry (same formula, charge and spin) (kcal per mole): 0.0
Spin multiplicity: 2
⟨S²⟩: 0.77
Kohn-Sham gap (spin up / spin down) (Ha): 0.315 / 0.120

Record 2
DFT (ωB97M-V with the def2-TZVPD basis set) results for a 2-piece molecular cluster, C6H8BrClN2O2 overall in a non-equilibrium geometry.

Last column: Mulliken charge in e.
Geometry (Å):
C: -2.57259 -1.28498 0.30447  0.223
C: -2.16565 0.90928 -0.26523  0.350
C: -1.07590 -1.09373 0.27868  -0.406
C: 3.27828 0.20506 -0.16967  -0.996
C: 1.98008 -0.17103 0.47979  -0.386
C: 0.28654 0.95167 -0.18815  -0.033
N: -3.10595 -0.01642 0.07989  -0.150
N: -0.96480 0.33372 0.12070  0.206
O: -3.25465 -2.31205 0.31933  -0.598
O: -2.33405 1.94751 -0.82645  -0.527
Cl: 0.43614 1.18881 -1.88271  -0.144
Br: 0.70151 2.58966 0.83489  -0.110
H: -0.46905 -1.32882 1.17286  0.421
H: -0.75563 -1.77376 -0.57330  0.206
H: 3.88105 0.75797 0.45658  0.334
H: 3.10411 0.83276 -1.00768  0.298
H: 3.90625 -0.66485 -0.52199  0.300
H: 1.85274 0.04957 1.58713  0.439
H: 1.37378 -1.07821 0.15015  0.234
H: -4.10222 -0.04217 -0.34929  0.338

Atoms 1-2, force components in eV/Å:
C -1.863 -1.297 -0.053
C 0.683 0.137 -0.395

Calculated values
Charge: 0
Max |F| (Eh/bohr): 0.086
Energy relative to the best compared isomer or geometry (same formula, charge and spin) (kcal per mole): 49.8
Spin multiplicity: 1
Kohn-Sham gap (Ha): 0.355

Record 3
DFT (ωB97M-V with the def2-TZVPD basis set) results for the molecule C6H8BrF in a non-equilibrium geometry.

Last column: Mulliken charge in e.
Geometry (Å):
C: -0.69796 -1.43726 1.95430  -0.921
C: -1.18300 -0.88736 0.71292  -0.647
C: -0.38872 0.25289 0.21772  0.484
C: 0.48076 1.07396 0.05674  -0.279
C: 1.43427 1.99997 -0.46756  0.459
C: 1.15625 2.12493 -1.96432  -1.018
F: 1.33013 3.21687 0.18642  -0.251
Br: 3.42518 1.48004 -0.30839  -0.189
H: -0.98314 -0.59270 2.70419  0.243
H: 0.48097 -1.49581 1.93642  0.234
H: -0.99303 -2.41297 2.45184  0.311
H: -1.31070 -1.46976 -0.16374  0.383
H: -2.12702 -0.41244 0.98511  0.270
H: 1.75484 3.01102 -2.48728  0.322
H: -0.01540 2.38799 -1.98452  0.302
H: 1.35078 1.11076 -2.59120  0.297

Atoms 1-2, force components in eV/Å:
C 3.594 -0.025 4.401
C -1.671 2.288 -1.914

Calculated values
Charge: 0
Max |F| (Eh/bohr): 0.111
Energy relative to the best compared isomer or geometry (same formula, charge and spin) (kcal per mole): 6.2
Spin multiplicity: 1
SMILES string: CCC#C[C@@](C)(F)Br
Kohn-Sham gap (Ha): 0.386

Record 4
DFT (ωB97M-V with the def2-TZVPD basis set) results for an isolated ion of composition C6H8BrFN and charge +1 in a non-equilibrium geometry.

Last column: Mulliken charge in e.
Geometry (Å):
N: 1.97014 -0.34111 0.51155  -0.273
C: 0.69102 0.43787 0.42910  0.205
Br: 0.96627 2.06159 1.65149  0.010
C: 0.30790 0.82524 -0.98576  -0.820
C: -1.04564 0.31919 -1.46713  -0.542
C: -1.95816 -0.45789 -0.78590  -0.466
C: -1.66134 -0.86011 0.60243  -0.475
C: -0.46266 -0.53030 1.13733  0.348
F: -0.01342 -0.96790 2.38316  -0.268
H: 2.12108 -0.40387 1.53396  0.430
H: 2.82870 0.09180 0.07929  0.359
H: 1.68450 -1.21114 0.21740  0.320
H: 1.02309 0.56115 -1.77092  0.384
H: 0.18521 2.02884 -1.23047  0.347
H: -1.33472 0.58521 -2.40420  0.509
H: -2.97025 -0.69299 -1.03348  0.405
H: -2.33172 -1.44559 1.13214  0.525

Atoms 1-2, force components in eV/Å:
N 0.721 3.106 1.995
C -2.589 0.272 1.672

Calculated values
Charge: +1
Max |F| (Eh/bohr): 0.083
Energy relative to the best compared isomer or geometry (same formula, charge and spin) (kcal per mole): 1.6
Spin multiplicity: 1
SMILES string: [NH3+][C@@]1(Br)CC=CC=C1F
Kohn-Sham gap (Ha): 0.315